# C39H69Cl3F15NO10S

4 unconnected molecules or ions with the total composition C39H69Cl3F15NO10S (ωB97M-V/def2-TZVPD, OMol25).

## Properties
LUMO = 0.19 eV
orbital gap = 9.309 eV
structure (SMILES) = CC[C@@]1(C[C@H](C)F)[C@](Cl)(CCC(F)(F)C(F)(F)C(F)(F)C(F)(F)S(F)(F)(F)(F)F)C(=O)N[C@]1(CCCF)[C@H](Cl)[C@H](C)Cl.COCCOCCOC.COCCOCCOC.COCCOCCOC

Last column: Löwdin charge in e.
Positions of all 138 atoms, in Å:
C (-3.052335, -6.553451, -0.502735)  -0.07
C (-3.142868, -5.714166, -1.792242)  -0.19
C (-2.598156, -4.280799, -1.804737)  -0.26
C (-2.711197, -3.708552, -3.254980)  -0.06
C (-3.769604, -4.177674, -4.246140)  -0.34
C (-5.236691, -4.102998, -3.849985)  -0.03
F (-3.484221, -5.474474, -4.689349)  -0.03
C (-3.347219, -3.406050, -0.735491)  -0.55
Cl (-4.989724, -3.966982, -0.273687)  0.83
C (-3.414809, -1.888038, -0.968666)  -0.16
C (-4.686579, -1.338423, -1.602627)  -0.09
C (-4.524527, 0.036029, -2.213213)  -0.41
F (-5.678542, 0.338301, -2.860456)  0.13
F (-3.547824, 0.027373, -3.161267)  0.10
C (-4.255638, 1.221000, -1.218489)  -0.34
F (-4.987532, 2.285790, -1.587120)  0.16
F (-4.642359, 0.848644, 0.014145)  0.16
C (-2.772320, 1.708658, -1.187636)  -0.36
F (-1.946273, 0.638902, -1.135244)  0.13
F (-2.533137, 2.382209, -2.314080)  0.16
C (-2.472154, 2.565082, 0.090499)  -0.42
F (-2.331768, 1.715058, 1.109225)  0.14
F (-3.499594, 3.372158, 0.339906)  0.15
S (-0.895260, 3.655694, -0.009288)  0.75
F (-1.513166, 4.647784, 1.056811)  -0.12
F (-0.188810, 2.867689, 1.159065)  -0.13
F (-0.245161, 2.665948, -1.051757)  -0.12
F (-1.586380, 4.467884, -1.171138)  -0.11
F (0.359717, 4.583541, -0.128735)  -0.10
C (-2.490353, -3.575006, 0.534236)  -0.54
O (-2.833891, -3.337694, 1.669124)  0.08
N (-1.277361, -3.961976, 0.126349)  0.09
C (-1.076201, -4.202959, -1.310842)  -0.30
C (-0.188466, -5.488737, -1.339197)  -0.12
C (-0.193281, -6.640914, -2.385366)  -0.14
C (-0.377698, -6.460332, -3.886504)  -0.19
F (0.536186, -7.301102, -4.540852)  -0.07
C (-0.319322, -2.904472, -1.826453)  -0.59
Cl (0.981260, -3.246044, -3.018434)  0.75
C (0.283857, -1.997020, -0.760891)  -0.73
C (0.872834, -0.714070, -1.352739)  -0.13
Cl (1.537783, -2.841255, 0.189422)  0.69
H (-2.668343, -7.543082, -0.730073)  0.07
H (-2.439513, -6.124220, 0.277727)  0.07
H (-4.039305, -6.699240, -0.077865)  0.06
H (-2.659918, -6.252257, -2.592463)  0.08
H (-4.183656, -5.674774, -2.081026)  0.08
H (-1.764759, -3.886259, -3.756998)  0.11
H (-2.803586, -2.626486, -3.246389)  0.10
H (-3.630705, -3.546677, -5.123223)  0.14
H (-5.403381, -3.996710, -2.787137)  0.02
H (-5.726266, -5.015168, -4.176494)  0.09
H (-5.726057, -3.284262, -4.368225)  0.08
H (-2.571126, -1.571332, -1.563259)  0.09
H (-3.298340, -1.408910, 0.000844)  0.13
H (-5.498496, -1.293282, -0.887593)  0.12
H (-5.020953, -1.944467, -2.438928)  0.10
H (-0.556657, -4.190006, 0.793547)  0.13
H (0.829449, -5.140632, -1.216799)  0.06
H (-0.420435, -5.998635, -0.411721)  0.11
H (0.765074, -7.140868, -2.276384)  0.12
H (-0.919041, -7.378093, -2.060291)  0.09
H (-0.184477, -5.468733, -4.250054)  0.08
H (-1.359490, -6.783310, -4.208530)  0.10
H (-0.988343, -2.255805, -2.372599)  0.07
H (-0.496363, -1.706816, -0.068515)  0.10
H (1.931836, -0.814948, -1.545927)  0.07
H (0.709399, 0.103750, -0.659599)  0.07
H (0.363576, -0.452892, -2.276978)  0.06
C (-2.162667, 0.796084, -5.777959)  -0.11
O (-0.926894, 0.503688, -6.387376)  -0.18
C (-0.040828, -0.217212, -5.552928)  -0.20
C (0.639271, -1.350396, -6.279549)  -0.19
O (-0.208193, -2.441670, -6.592317)  -0.13
C (-1.139347, -2.310913, -7.650862)  -0.19
C (-0.532566, -2.323772, -9.033118)  -0.20
O (0.152336, -1.118553, -9.315090)  -0.19
C (1.319546, -1.282536, -10.086744)  -0.11
H (-2.072283, 1.605646, -5.044701)  0.09
H (-2.857151, 1.105766, -6.557728)  0.09
H (-2.567411, -0.091503, -5.284784)  0.07
H (-0.575761, -0.629293, -4.686035)  0.11
H (0.734509, 0.466913, -5.180824)  0.13
H (1.372238, -1.765714, -5.583960)  0.10
H (1.181964, -0.984807, -7.153939)  0.12
H (-1.782698, -1.437427, -7.519399)  0.12
H (-1.763385, -3.205370, -7.574248)  0.13
H (-1.347401, -2.454131, -9.758349)  0.13
H (0.142414, -3.182500, -9.121424)  0.13
H (1.943313, -2.096295, -9.700636)  0.09
H (1.882653, -0.352818, -10.026712)  0.09
H (1.085911, -1.485370, -11.137943)  0.09
C (7.596475, 6.077268, 3.089240)  -0.12
O (6.409295, 5.711311, 3.752865)  -0.19
C (5.812270, 6.751490, 4.504176)  -0.20
C (4.309117, 6.767813, 4.356622)  -0.19
O (3.842271, 7.188154, 3.089461)  -0.12
C (3.937319, 6.298514, 1.992411)  -0.18
C (2.966579, 5.142696, 2.031416)  -0.21
O (3.336290, 4.187464, 3.007689)  -0.19
C (2.254840, 3.610883, 3.703614)  -0.10
H (8.441760, 6.154149, 3.782643)  0.09
H (7.813573, 5.299474, 2.358997)  0.09
H (7.482686, 7.031140, 2.562364)  0.09
H (6.213788, 7.725203, 4.202280)  0.12
H (6.043153, 6.602689, 5.568218)  0.13
H (3.936406, 7.524844, 5.051461)  0.13
H (3.880785, 5.806515, 4.649735)  0.12
H (4.959264, 5.940008, 1.848539)  0.12
H (3.670965, 6.907608, 1.125204)  0.13
H (2.966047, 4.655727, 1.046751)  0.12
H (1.957793, 5.527176, 2.222516)  0.12
H (1.536565, 4.373994, 4.026108)  0.09
H (2.660470, 3.119310, 4.587380)  0.08
H (1.733980, 2.864475, 3.093892)  0.08
C (-0.083375, 4.298407, 8.322464)  -0.11
O (0.553367, 3.203051, 8.937200)  -0.19
C (0.486148, 1.996771, 8.199984)  -0.20
C (1.793791, 1.239952, 8.223944)  -0.18
O (2.837074, 1.836215, 7.476466)  -0.13
C (3.466740, 3.003386, 7.972612)  -0.19
C (4.341905, 2.804742, 9.186888)  -0.20
O (3.579372, 2.578107, 10.357276)  -0.19
C (4.157072, 1.661206, 11.256199)  -0.12
H (-1.174361, 4.230155, 8.400632)  0.09
H (0.248215, 5.198474, 8.837658)  0.09
H (0.191304, 4.378897, 7.264333)  0.08
H (0.207386, 2.196973, 7.159106)  0.12
H (-0.285096, 1.350303, 8.640374)  0.13
H (1.610030, 0.285385, 7.724527)  0.13
H (2.101054, 1.023460, 9.249352)  0.12
H (2.743310, 3.804462, 8.141803)  0.12
H (4.125288, 3.319729, 7.159379)  0.13
H (4.941406, 3.715426, 9.321603)  0.13
H (5.027101, 1.969134, 9.004238)  0.13
H (4.502045, 0.757972, 10.740480)  0.09
H (3.388205, 1.380399, 11.973999)  0.09
H (5.001416, 2.101229, 11.799035)  0.09

Force components x, y, z for each atom (eV/Å):
C -0.261 0.031 -0.134
C 0.302 -0.327 0.267
C -0.300 0.448 -0.538
C 0.104 -0.342 0.163
C -0.149 0.259 -0.011
C 0.012 -0.109 -0.107
F 0.110 -0.188 0.073
C 0.041 0.060 0.425
Cl -0.038 -0.045 -0.081
C -0.214 0.247 0.141
C 0.196 0.098 -0.240
C -0.333 -0.074 0.137
F 0.001 0.008 0.004
F 0.092 0.025 -0.027
C 0.172 0.201 -0.392
F -0.077 -0.021 0.027
F -0.003 -0.067 0.180
C 0.091 -0.153 0.229
F -0.020 -0.021 -0.020
F -0.083 0.030 -0.071
C 0.200 -0.068 0.033
F -0.032 0.057 0.069
F -0.020 0.098 -0.078
S -0.501 0.025 0.330
F -0.003 0.046 0.092
F 0.113 -0.154 0.100
F 0.170 -0.168 -0.267
F -0.039 0.189 -0.208
F 0.162 0.102 -0.038
C -0.144 0.042 0.036
O -0.007 -0.012 -0.030
N -0.035 -0.414 -0.142
C -0.117 0.210 0.892
C -0.050 -0.141 -0.572
C -0.190 0.119 0.112
C 0.261 -0.270 0.098
F -0.035 0.005 0.028
C 0.360 -0.315 -0.212
Cl -0.175 -0.223 -0.229
C 0.079 0.406 -0.322
C -0.227 -0.072 0.148
Cl 0.165 -0.026 0.286
H 0.139 -0.121 0.007
H 0.125 0.043 0.104
H -0.131 0.036 0.106
H 0.150 -0.052 -0.197
H -0.191 0.099 -0.110
H 0.237 -0.103 -0.163
H -0.075 0.195 0.079
H 0.114 0.003 -0.157
H -0.013 -0.042 0.164
H -0.066 -0.134 -0.041
H -0.073 0.187 -0.004
H 0.231 -0.046 -0.091
H 0.007 0.023 0.173
H -0.122 -0.034 0.100
H -0.032 -0.137 -0.068
H 0.040 0.175 0.050
H 0.197 0.123 -0.092
H -0.045 -0.090 0.146
H 0.225 0.044 0.040
H -0.132 -0.130 0.075
H 0.089 0.559 -0.074
H -0.230 0.066 -0.109
H -0.194 -0.022 -0.145
H -0.111 -0.174 0.204
H 0.149 -0.025 -0.137
H 0.161 0.115 0.158
H -0.036 0.012 -0.162
C 0.032 0.071 -0.072
O -0.065 -0.188 -0.076
C 0.034 0.191 0.080
C 0.212 -0.037 0.010
O -0.006 -0.111 0.133
C -0.128 -0.011 0.020
C -0.050 0.035 -0.206
O 0.117 -0.005 0.234
C -0.056 0.023 -0.076
H -0.021 -0.050 0.055
H 0.048 0.051 -0.027
H -0.050 0.006 0.012
H -0.025 0.002 -0.021
H -0.006 -0.054 0.091
H 0.035 0.002 -0.030
H -0.168 0.037 -0.059
H 0.105 0.068 -0.047
H -0.038 0.022 -0.001
H 0.022 -0.093 -0.023
H 0.032 0.008 0.031
H -0.001 -0.001 0.003
H -0.022 0.022 -0.029
H 0.008 -0.042 -0.001
C 0.033 -0.038 0.073
O -0.154 0.035 -0.182
C 0.152 -0.046 0.128
C -0.075 -0.035 0.147
O -0.063 0.146 -0.034
C 0.081 0.018 -0.142
C -0.021 -0.230 -0.074
O 0.024 0.190 0.195
C 0.061 -0.083 -0.008
H 0.002 0.045 -0.003
H 0.019 -0.026 0.024
H 0.003 -0.001 0.001
H -0.005 -0.003 -0.044
H 0.028 0.095 0.004
H -0.023 -0.028 0.025
H 0.092 -0.043 -0.098
H -0.037 -0.082 0.108
H 0.033 -0.007 -0.022
H -0.079 0.093 -0.055
H -0.001 -0.004 0.052
H -0.016 -0.008 -0.016
H -0.010 -0.053 -0.016
H -0.053 0.027 -0.001
C -0.056 -0.032 0.061
O 0.217 0.040 -0.085
C -0.182 0.001 0.079
C -0.013 -0.098 0.059
O 0.088 -0.082 -0.140
C -0.059 0.177 -0.127
C 0.081 0.074 0.150
O -0.158 -0.176 -0.134
C 0.031 0.081 0.045
H -0.007 -0.008 -0.047
H -0.026 -0.001 0.030
H -0.003 0.004 -0.001
H 0.028 0.024 -0.013
H -0.035 -0.016 -0.091
H 0.014 -0.021 0.030
H -0.013 0.152 0.026
H -0.009 -0.053 0.145
H 0.000 0.025 0.003
H 0.090 -0.043 -0.050
H -0.021 -0.035 -0.003
H 0.001 -0.002 -0.002
H 0.004 0.035 0.024
H 0.034 -0.020 -0.020